A molecular structure, C7H10N5 in a non-equilibrium geometry. Source: the Open Molecules 2025 dataset; level of theory: the ωB97M-V functional and the def2-TZVPD basis.

Structure (XYZ):
```
22
Properties=species:S:1:pos:R:3
C 0.49669 -1.11216 2.29073
C -0.03204 0.26426 2.56302
C 0.67080 -1.71406 1.11274
C -0.27192 1.08406 1.56706
C 0.38987 -1.11573 -0.22440
C -0.12725 0.81605 0.07406
C -0.58571 -1.76980 -1.17248
N -2.35288 0.24548 -0.52059
N 0.81809 2.69358 -2.68435
N 0.10573 1.93635 -2.01982
N -1.35145 0.69314 -0.37201
N 0.63441 1.51829 -0.85371
H 0.91671 -1.71625 3.08944
H -0.20421 0.54544 3.56704
H 1.18081 -2.58218 0.93394
H -0.73957 2.15728 1.66480
H 1.32579 -0.93714 -0.75537
H -1.73573 -1.52710 -0.83004
H -0.63796 -2.91985 -1.00624
H -0.49012 -1.45416 -2.17201
H 0.37289 2.96666 -3.58720
H 1.61707 1.92782 -0.66461
```

Summary:
2S+1: 1
LUMO (eV): -4.95
F_max (eV/A): 4.80
Orbital gap (hartree): 0.3099
Net charge: +1

---

5 unconnected molecules or ions with the total composition C8H18O4 in a non-equilibrium geometry. Source: the Open Molecules 2025 dataset; level of theory: the ωB97M-V functional and the def2-TZVPD basis.

Structure (XYZ):
```
30
Properties=species:S:1:pos:R:3
C 2.15744 1.41397 1.50165
C 0.62810 1.42991 1.65862
C -0.10810 1.42456 0.33740
C 0.55869 1.10749 -0.84835
C -0.15079 1.20739 -2.04524
C -1.43307 1.74184 -2.10716
C -2.11660 1.98903 -0.92492
C -1.43159 1.84064 0.27338
H 2.37927 0.45688 1.03201
H 2.55832 2.27697 0.98041
H 2.61711 1.24793 2.47707
H 0.46634 0.49410 2.21429
H 0.24340 2.16141 2.37085
H 1.53765 0.66164 -0.93053
H 0.34541 0.99185 -2.98447
H -1.89542 1.71636 -3.08581
H -3.16132 2.26925 -0.92694
H -2.03303 1.82580 1.17797
O -1.55853 -1.48780 0.71013
H -2.45120 -1.27018 0.43806
H -0.95679 -0.77747 0.46155
O 0.11561 -3.54218 0.43496
H -0.25665 -3.34737 1.30572
H -0.44676 -2.93711 -0.08615
O -1.12176 -1.97094 -1.88660
H -0.56559 -2.14986 -2.64888
H -1.98268 -2.38550 -1.96149
O 2.66736 -1.75866 1.21076
H 1.95809 -2.34011 0.89643
H 3.43708 -2.28986 0.95530
```

Summary:
2S+1: 1
LUMO (eV): 0.41
SMILES string: CCc1ccccc1.O.O.O.O
F_max (eV/A): 1.34
Orbital gap (hartree): 0.3477

---

3 unconnected molecules or ions with the total composition C4H15N2O in a non-equilibrium geometry. Source: the Open Molecules 2025 dataset; level of theory: the ωB97M-V functional and the def2-TZVPD basis.

Structure (XYZ):
```
22
Properties=species:S:1:pos:R:3
C -1.95806 0.86785 0.07643
C -2.21746 -0.61272 -0.20765
C -2.48536 -0.90497 -1.67003
C 3.93345 -0.43048 -0.33954
N 2.98179 0.59006 0.00153
N -1.41257 1.02006 1.38283
H -1.26579 1.28530 -0.69627
H -2.89093 1.43316 -0.04282
H -3.03645 -0.90765 0.45713
H -1.35593 -1.17381 0.16976
H -1.60308 -0.69728 -2.27737
H -2.73576 -1.94603 -1.86256
H 3.94148 -1.17982 0.45206
H 3.70608 -0.93049 -1.28943
H 4.92126 0.03440 -0.40806
H -3.29367 -0.28571 -2.06427
H 2.04611 0.19855 0.25739
H -1.37300 1.99737 1.66326
H -0.48361 0.52946 1.45215
H 0.99927 -0.99117 1.50595
H 2.94931 1.36522 -0.65634
O 0.69715 -0.44613 0.77725
```

Summary:
2S+1: 1
LUMO (eV): -9.49
F_max (eV/A): 1.53
Orbital gap (hartree): 0.1405
Net charge: +1

---

C5H8O2 in the gas phase. Source: the Open Molecules 2025 dataset; level of theory: the ωB97M-V functional and the def2-TZVPD basis.

Structure (XYZ):
```
15
Properties=species:S:1:pos:R:3
O 0.87086 1.21046 -1.92289
C 1.04288 0.87021 -0.56983
C 0.94963 -0.65041 -0.26213
C -0.43145 -0.39408 0.33550
C -1.32019 -1.23581 1.12503
O -1.59450 -0.95301 -0.24625
C -0.20178 1.11470 0.32800
H 0.06230 0.78241 -2.23714
H 1.96309 1.36578 -0.25279
H 0.97753 -1.30663 -1.13772
H 1.68262 -0.99341 0.47547
H -1.04128 -2.26788 1.33952
H -2.00364 -0.77733 1.84043
H -0.99748 1.71112 -0.12915
H 0.04141 1.52390 1.31396
```

Summary:
2S+1: 1
LUMO (eV): 0.93
SMILES string: O[C@H]1C[C@]2(CO2)C1
F_max (eV/A): 0.37
Orbital gap (hartree): 0.4088

---

A molecular structure, C6H9N. Source: the Open Molecules 2025 dataset; level of theory: the ωB97M-V functional and the def2-TZVPD basis.

Structure (XYZ):
```
16
Properties=species:S:1:pos:R:3
C -0.62113 -2.14111 1.29143
C -0.11441 -0.95192 0.54065
C -0.76617 0.15202 0.08663
C 0.23210 0.97074 -0.57217
C -0.06128 2.17933 -1.41940
C 1.52336 0.30516 -0.54672
N 1.21587 -0.81877 0.20174
H -0.12464 -2.24178 2.26342
H -1.69559 -2.04972 1.46703
H -0.44334 -3.06365 0.72707
H -1.82074 0.36924 0.20156
H 0.87270 2.65925 -1.72423
H -0.68785 2.90688 -0.89355
H -0.59257 1.87272 -2.32591
H 1.16013 1.33356 0.22471
H 1.92357 -1.48195 0.47773
```

Summary:
2S+1: 1
LUMO (eV): 0.96
F_max (eV/A): 0.37
Orbital gap (hartree): 0.3481

---

A gas-phase ion, C5H10NS (charge +1) in a non-equilibrium geometry. Source: the Open Molecules 2025 dataset; level of theory: the ωB97M-V functional and the def2-TZVPD basis.

Structure (XYZ):
```
17
Properties=species:S:1:pos:R:3
C -0.83481 -1.47228 -1.18443
C 0.64949 1.70332 0.28209
C 0.29168 0.87277 1.52683
C -0.03954 0.85502 -0.93385
C 0.38119 -0.57059 0.97310
N -0.20680 -0.45479 -0.34784
S -0.90912 -3.02112 -0.62135
H -1.24776 -1.11642 -2.05522
H 0.23011 2.66597 0.21466
H 1.70404 1.69871 -0.02418
H 1.14459 1.01635 2.26970
H -0.65296 1.22083 1.93088
H -0.98841 1.40626 -1.28706
H 0.66966 0.74228 -1.70683
H 1.39003 -0.64132 0.86178
H 0.04867 -1.35408 1.60423
H -1.63004 -3.55092 -1.50251
```

Summary:
2S+1: 1
LUMO (eV): -5.10
F_max (eV/A): 7.93
Orbital gap (hartree): 0.3363
Net charge: +1

---

A molecular structure, C5H7O3Yb in a non-equilibrium geometry. Source: the Open Molecules 2025 dataset; level of theory: the ωB97M-V functional and the def2-TZVPD basis.

Structure (XYZ):
```
16
Properties=species:S:1:pos:R:3
O 1.28849 -0.22811 -0.00029
Yb 2.51912 1.92353 -0.25715
O 0.31962 1.64259 -0.41790
C 0.12117 0.44934 -0.12606
O -0.95696 -0.17068 0.10103
C 1.32974 -1.68537 0.22753
C 2.70384 -2.16936 0.01564
H 0.96898 -1.86353 1.24639
H 0.61650 -2.12071 -0.48964
H 3.07242 -3.00805 0.60487
H 3.28500 -1.80386 -0.83194
C -2.70708 -0.13652 -0.67839
C -3.77349 -0.52847 0.05585
H -4.75272 -0.16104 -0.28552
H -3.63473 -0.29762 1.12944
H -3.09814 -1.52614 -0.78568
```

Summary:
2S+1: 3
Expectation value of S²: 2.028
LUMO (alpha / beta) (eV): -13.77 / -16.57
F_max (eV/A): 3.78
Orbital gap (alpha / beta) (hartree): 0.1824 / 0.1773
Net charge: +3

---

A molecular structure, C8H8AuF6N3PS. Source: the Open Molecules 2025 dataset; level of theory: the ωB97M-V functional and the def2-TZVPD basis.

Structure (XYZ):
```
28
Properties=species:S:1:pos:R:3
Au 0.35543 1.01542 0.17772
S -1.94992 -0.11213 -2.36662
C -2.34817 -0.23119 -0.71916
C -3.69200 -0.60669 -0.52214
C -4.12407 -0.88548 0.76728
C -3.20181 -0.78582 1.78746
C -1.88825 -0.33960 1.50759
N -1.46528 -0.03923 0.29060
H -4.35726 -0.72068 -1.37194
H -5.14469 -1.19210 0.95170
H -3.46286 -1.01491 2.81201
H -1.17843 -0.20504 2.31283
F -0.92590 -2.88190 -0.86064
P 0.62077 -3.31401 -0.85345
F 2.14286 -3.13912 -1.14778
F 0.41387 -3.71686 -2.34448
F 0.78675 -2.20690 0.27042
F -0.40833 -0.34501 -2.38183
F 0.55782 -4.60793 -0.06888
N 3.47453 3.71511 0.40480
C 4.20845 2.62513 0.00287
C 3.32189 1.61425 -0.15101
N 2.06233 2.08509 0.18074
C 2.19234 3.36358 0.50617
H 3.84068 4.63439 0.60151
H 5.27249 2.66701 -0.14522
H 3.49347 0.59743 -0.45417
H 1.40328 4.02720 0.81362
```

Summary:
2S+1: 2
Expectation value of S²: 0.776
LUMO (alpha / beta) (eV): -8.32 / -11.43
F_max (eV/A): 0.24
Orbital gap (alpha / beta) (hartree): 0.2662 / 0.1518
Net charge: +2